[1]
Computed, not measured: 5 unconnected molecules or ions with the total composition C6H25BO7 at a distorted geometry, with ωB97M-V/def2-TZVPD.

Atoms and positions in Å:
O 1.92 1.02 1.77
O 2.14 -2.13 1.83
O -2.08 -1.03 -0.37
O 2.45 -0.57 -3.11
O -1.23 3.64 -1.39
O -1.98 4.42 1.38
O -0.38 -3.55 -1.89
C -1.44 -3.38 -0.92
C -2.22 3.14 0.79
C -2.30 -2.13 -1.26
C 1.58 0.11 2.81
C -1.16 2.79 -0.21
C 2.40 -1.17 2.83
B 0.89 -0.42 -0.75
H 0.53 -0.18 2.67
H 3.46 -0.86 2.88
H 0.65 0.71 -0.40
H -1.09 -3.27 0.10
H 2.13 -1.65 3.78
H 1.69 -0.82 -2.43
H 3.25 -0.34 -2.60
H -3.35 -2.42 -1.22
H -1.34 4.54 -1.09
H 0.46 -1.13 0.11
H -2.68 5.02 1.10
H 0.13 -2.73 -1.81
H -2.16 2.37 1.56
H -1.18 1.75 -0.48
H -0.17 3.08 0.16
H 2.15 0.24 -3.57
H 0.39 -0.69 -1.83
H 2.11 -0.51 -0.74
H -1.16 -0.73 -0.48
H 1.54 0.83 0.90
H -2.07 -1.76 -2.26
H 1.74 -1.66 1.08
H 1.65 0.63 3.77
H -3.23 3.10 0.37
H -2.05 -4.27 -1.06

E_HOMO = -9.525 eV
strongest force on any atom = 2.26 eV/A
gap between HOMO and LUMO = 8.43 eV
energy relative to the best compared isomer or geometry (same formula, charge and spin) = 39.2 kcal/mol

[2]
Computed, not measured: a gas-phase ion, C6H6FN2 (charge +1) at a distorted geometry, with ωB97M-V/def2-TZVPD.

Atoms and positions in Å:
F -0.86 0.89 3.22
N -1.02 -0.99 1.78
N -0.53 0.93 0.83
C 2.58 0.63 -1.44
C 0.01 0.21 -1.89
C -0.85 -1.19 0.42
C 1.44 0.38 -1.70
C -0.62 -0.02 -0.15
C -0.80 0.29 2.02
H -0.48 0.95 -2.44
H 3.63 0.72 -1.39
H -0.28 -0.70 -2.38
H -1.10 -1.87 2.27
H -0.47 1.90 0.81
H -0.68 -2.13 0.04

E_HOMO = -13.869 eV
strongest force on any atom = 5.92 eV/A
SMILES string = C#CCc1c[nH]c(F)[nH+]1
gap between HOMO and LUMO = 10.49 eV
total charge = +1
energy relative to the best compared isomer or geometry (same formula, charge and spin) = 15.8 kcal/mol

[3]
Computed, not measured: a molecular structure, C23H39N2O9PPbS2Sb at a distorted geometry, with ωB97M-V/def2-TZVPD.

Atoms and positions in Å:
Pb -0.29 -1.26 0.60
Sb 0.75 2.10 0.62
S 1.04 -4.56 -0.01
S 3.15 -1.80 -0.04
P 2.67 -3.62 -0.59
O -3.79 -5.32 -0.53
O 4.01 -4.52 -0.30
O -4.03 1.29 0.11
O -8.47 -0.89 0.71
O -3.63 -5.30 1.62
O -2.26 0.24 0.90
O -8.51 -3.05 0.68
O -2.38 -2.58 0.46
O 2.70 -3.73 -2.21
N -7.87 -1.98 0.66
N -3.93 -4.78 0.55
C 4.32 -6.86 0.22
C -3.48 0.29 0.53
C -0.41 2.63 3.26
C -4.27 -1.01 0.59
C 1.05 1.93 -2.33
C 0.45 4.27 -1.67
C -6.46 -2.06 0.60
C 1.56 -3.22 -2.90
C -5.64 -0.93 0.65
C -0.39 3.41 1.95
C 3.64 2.25 -0.35
C 3.23 4.06 1.27
C -4.52 -3.42 0.57
C -1.26 2.46 -1.58
C 1.94 -2.07 -3.80
C 0.20 2.79 -1.41
C 2.90 2.63 0.88
C -3.60 -2.32 0.54
C -1.83 3.53 1.42
C -5.86 -3.33 0.60
C 3.27 1.65 1.97
C 0.17 4.82 2.24
C 4.09 -5.83 -0.86
H -1.90 4.23 0.61
H -6.50 -4.21 0.62
H 2.72 -2.36 -4.52
H -0.61 5.36 2.79
H -0.23 4.92 -1.09
H 2.76 1.85 2.91
H -0.84 1.64 3.13
H 4.72 2.27 -0.21
H 0.30 5.38 1.30
H 3.02 0.64 1.68
H -1.04 3.15 4.01
H 3.45 1.22 -0.63
H 0.29 4.54 -2.71
H -2.49 3.90 2.22
H 4.91 -5.80 -1.61
H 1.20 -4.08 -3.55
H 2.13 2.16 -2.24
H 1.08 -1.69 -4.34
H 3.44 2.94 -1.20
H 2.27 -1.19 -3.25
H 1.47 4.55 -1.42
H 2.89 4.28 2.29
H 4.30 4.26 1.21
H 0.77 -2.97 -2.21
H 0.81 2.08 -3.38
H -1.91 3.19 -1.10
H 3.16 -6.08 -1.41
H -1.54 1.46 -1.22
H 0.61 2.49 3.67
H -2.23 2.55 1.09
H 3.44 -6.94 0.86
H 5.18 -6.62 0.81
H -1.51 2.54 -2.65
H 0.94 0.88 -2.14
H 2.80 4.76 0.56
H 1.08 4.83 2.83
H 4.44 -7.84 -0.22
H -6.00 0.09 0.69
H 4.37 1.70 2.17

E_HOMO (alpha / beta) = -0.831 / -3.063 eV
strongest force on any atom = 2.14 eV/A
2S+1 = 2
gap between HOMO and LUMO (alpha / beta) = 4.89 / 7.12 eV
total charge = -2
energy relative to the best compared isomer or geometry (same formula, charge and spin) = 0.0 kcal/mol
⟨S²⟩ = 0.753

[4]
Computed, not measured: a single C4H6N2O molecule at a distorted geometry, with ωB97M-V/def2-TZVPD.

Atoms and positions in Å:
O 2.46 -1.11 0.05
N -2.20 -0.47 0.22
N 0.16 -1.00 0.08
C -0.28 1.16 0.02
C -0.87 -0.05 0.09
C 1.15 1.01 -0.17
C 1.34 -0.37 -0.05
H -0.75 2.14 -0.01
H 0.01 -2.00 0.03
H 1.10 1.38 -1.20
H -2.52 -0.19 1.15
H 3.19 -0.50 0.24
H -2.79 0.01 -0.45

E_HOMO = -7.664 eV
strongest force on any atom = 2.28 eV/A
SMILES string = Nc1ccc(O)[nH]1
gap between HOMO and LUMO = 8.53 eV
energy relative to the best compared isomer or geometry (same formula, charge and spin) = 59.8 kcal/mol

What did the third record say?
Computed, not measured: a molecular structure, C23H39N2O9PPbS2Sb at a distorted geometry, with ωB97M-V/def2-TZVPD.

Atoms and positions in Å:
Pb -0.29 -1.26 0.60
Sb 0.75 2.10 0.62
S 1.04 -4.56 -0.01
S 3.15 -1.80 -0.04
P 2.67 -3.62 -0.59
O -3.79 -5.32 -0.53
O 4.01 -4.52 -0.30
O -4.03 1.29 0.11
O -8.47 -0.89 0.71
O -3.63 -5.30 1.62
O -2.26 0.24 0.90
O -8.51 -3.05 0.68
O -2.38 -2.58 0.46
O 2.70 -3.73 -2.21
N -7.87 -1.98 0.66
N -3.93 -4.78 0.55
C 4.32 -6.86 0.22
C -3.48 0.29 0.53
C -0.41 2.63 3.26
C -4.27 -1.01 0.59
C 1.05 1.93 -2.33
C 0.45 4.27 -1.67
C -6.46 -2.06 0.60
C 1.56 -3.22 -2.90
C -5.64 -0.93 0.65
C -0.39 3.41 1.95
C 3.64 2.25 -0.35
C 3.23 4.06 1.27
C -4.52 -3.42 0.57
C -1.26 2.46 -1.58
C 1.94 -2.07 -3.80
C 0.20 2.79 -1.41
C 2.90 2.63 0.88
C -3.60 -2.32 0.54
C -1.83 3.53 1.42
C -5.86 -3.33 0.60
C 3.27 1.65 1.97
C 0.17 4.82 2.24
C 4.09 -5.83 -0.86
H -1.90 4.23 0.61
H -6.50 -4.21 0.62
H 2.72 -2.36 -4.52
H -0.61 5.36 2.79
H -0.23 4.92 -1.09
H 2.76 1.85 2.91
H -0.84 1.64 3.13
H 4.72 2.27 -0.21
H 0.30 5.38 1.30
H 3.02 0.64 1.68
H -1.04 3.15 4.01
H 3.45 1.22 -0.63
H 0.29 4.54 -2.71
H -2.49 3.90 2.22
H 4.91 -5.80 -1.61
H 1.20 -4.08 -3.55
H 2.13 2.16 -2.24
H 1.08 -1.69 -4.34
H 3.44 2.94 -1.20
H 2.27 -1.19 -3.25
H 1.47 4.55 -1.42
H 2.89 4.28 2.29
H 4.30 4.26 1.21
H 0.77 -2.97 -2.21
H 0.81 2.08 -3.38
H -1.91 3.19 -1.10
H 3.16 -6.08 -1.41
H -1.54 1.46 -1.22
H 0.61 2.49 3.67
H -2.23 2.55 1.09
H 3.44 -6.94 0.86
H 5.18 -6.62 0.81
H -1.51 2.54 -2.65
H 0.94 0.88 -2.14
H 2.80 4.76 0.56
H 1.08 4.83 2.83
H 4.44 -7.84 -0.22
H -6.00 0.09 0.69
H 4.37 1.70 2.17

E_HOMO (alpha / beta) = -0.831 / -3.063 eV
strongest force on any atom = 2.14 eV/A
2S+1 = 2
gap between HOMO and LUMO (alpha / beta) = 4.89 / 7.12 eV
total charge = -2
energy relative to the best compared isomer or geometry (same formula, charge and spin) = 0.0 kcal/mol
⟨S²⟩ = 0.753

- What is the formula in the fourth record?
  C4H6N2O

- The lowest strongest force on any atom belongs to which entry?
  C23H39N2O9PPbS2Sb

- Which of these has the lowest energy relative to the best compared isomer or geometry (same formula, charge and spin)?
  C23H39N2O9PPbS2Sb